1.
The following is a DFT calculation (ωB97M-V with the def2-TZVPD basis set) of a cluster of 7 separate species, C27H70BrO7PS6Si in total at a distorted geometry.

Positions of all 113 atoms, in Å:
C -4.448 2.812 -1.937
C -3.310 3.352 -1.014
C -2.080 3.795 -1.868
C -1.007 2.655 -1.917
C -1.171 1.652 -3.107
C -0.605 0.232 -2.723
C -1.421 -0.954 -3.338
C -2.529 -1.541 -2.399
C -3.276 -0.515 -1.492
C -4.113 -1.331 -0.430
C -5.442 -1.929 -1.002
C -6.712 -1.010 -0.758
C -7.351 -0.729 -2.162
C -8.865 -0.344 -2.082
C -9.391 -0.019 -3.519
Si -8.926 1.708 -4.173
P -8.459 3.235 -2.631
O -7.649 2.519 -1.328
Br -10.531 3.844 -1.874
H -4.091 2.212 -2.792
H -5.073 3.623 -2.360
H -5.095 2.153 -1.322
H -3.081 2.589 -0.252
H -3.702 4.251 -0.492
H -1.605 4.647 -1.334
H -2.353 4.156 -2.877
H -1.047 2.107 -0.955
H 0.004 3.098 -1.996
H -2.196 1.583 -3.509
H -0.520 2.028 -3.925
H -0.589 0.099 -1.629
H 0.433 0.211 -3.085
H -0.714 -1.781 -3.555
H -1.892 -0.615 -4.285
H -3.297 -1.996 -3.063
H -2.156 -2.380 -1.775
H -4.003 0.061 -2.092
H -2.616 0.157 -0.917
H -3.441 -2.138 -0.072
H -4.345 -0.681 0.435
H -5.283 -2.146 -2.074
H -5.587 -2.907 -0.496
H -7.384 -1.612 -0.120
H -6.372 -0.080 -0.273
H -7.328 -1.709 -2.687
H -6.742 -0.040 -2.777
H -9.099 0.418 -1.321
H -9.387 -1.272 -1.758
H -10.480 -0.211 -3.619
H -8.910 -0.761 -4.200
H -10.115 2.231 -4.888
H -7.871 1.629 -5.211
H -7.839 3.089 -0.578
C 3.730 -0.982 -0.359
S 2.012 -0.760 -0.841
O 1.802 0.704 -1.055
C 1.318 -1.170 0.772
H 4.360 -0.737 -1.213
H 3.970 -0.319 0.472
H 3.897 -2.017 -0.071
H 1.717 -0.494 1.529
H 1.564 -2.203 1.021
H 0.235 -1.059 0.719
C 4.287 -3.606 3.755
S 5.744 -3.309 2.737
O 5.287 -2.593 1.504
C 6.018 -5.031 2.293
H 3.917 -2.648 4.114
H 3.513 -4.096 3.163
H 4.560 -4.229 4.606
H 5.135 -5.429 1.792
H 6.235 -5.608 3.192
H 6.872 -5.080 1.619
C 0.238 6.372 -3.370
S 1.711 6.631 -4.375
O 1.287 7.349 -5.610
C 1.935 4.896 -4.811
H -0.112 7.340 -3.016
H -0.542 5.902 -3.971
H 0.487 5.741 -2.516
H 1.044 4.523 -5.317
H 2.127 4.315 -3.907
H 2.792 4.819 -5.479
C 9.396 -8.154 5.924
S 8.302 -6.789 5.492
O 7.636 -7.145 4.204
C 9.613 -5.613 5.109
H 8.783 -9.021 6.163
H 10.046 -8.388 5.080
H 9.992 -7.879 6.795
H 10.248 -6.012 4.318
H 10.202 -5.421 6.007
H 9.152 -4.685 4.774
C 5.271 3.969 1.775
S 4.862 2.245 2.107
O 4.735 2.095 3.587
C 6.468 1.577 1.636
H 4.411 4.581 2.039
H 6.130 4.268 2.376
H 5.492 4.091 0.714
H 7.251 2.029 2.247
H 6.649 1.779 0.580
H 6.452 0.500 1.801
C 0.011 -0.182 5.617
S 1.166 -1.188 4.667
O 1.647 -2.282 5.563
C 2.472 0.049 4.578
H -0.876 -0.779 5.820
H 0.472 0.119 6.558
H -0.268 0.697 5.034
H 2.781 0.342 5.581
H 2.110 0.918 4.028
H 3.319 -0.384 4.050

Values from the calculation:
Molecular weight, g/mol: 838.22
Largest force on an atom, eV/A: 2.09
HOMO energy, eV: -8.4

These are the Löwdin partial charges, in e, on atoms 1 to 99: -0.13, -0.24, -0.22, -0.20, -0.18, -0.23, -0.19, -0.20, -0.19, -0.21, -0.20, -0.18, -0.23, -0.28, -0.37, 0.43, 0.33, -0.46, 0.14, 0.05, 0.07, 0.05, 0.09, 0.10, 0.09, 0.11, 0.10, 0.09, 0.09, 0.10, 0.06, 0.08, 0.10, 0.11, 0.10, 0.11, 0.09, 0.09, 0.10, 0.10, 0.09, 0.10, 0.11, 0.09, 0.11, 0.11, 0.09, 0.11, 0.07, 0.07, -0.06, -0.06, 0.03, -0.27, 0.81, -0.56, -0.26, 0.06, 0.03, 0.02, 0.04, 0.06, 0.05, -0.25, 0.82, -0.58, -0.26, 0.01, 0.07, 0.06, 0.06, 0.02, 0.05, -0.28, 0.80, -0.56, -0.27, 0.05, 0.05, 0.04, 0.06, 0.05, 0.05, -0.27, 0.81, -0.56, -0.27, 0.05, 0.06, 0.05, 0.06, 0.05, 0.05, -0.27, 0.80, -0.56, -0.26, 0.05, 0.06

***

2.
The following is a DFT calculation (ωB97M-V with the def2-TZVPD basis set) of a cluster of 2 separate species, O5S2 in total at a distorted geometry.

Positions of all 7 atoms, in Å:
O 3.989 0.002 -0.865
O 2.201 0.570 0.773
O -3.668 -0.065 -0.041
O -1.665 -1.244 0.211
O -1.607 1.191 -0.252
S 3.058 -0.463 0.174
S -2.308 0.010 0.000

Values from the calculation:
Molecular weight, g/mol: 144.13
Largest force on an atom, eV/A: 5.13
HOMO energy, eV: -12.1

Let us look at the Löwdin charges, expressed in e, one per atom: -0.45, -0.45, -0.20, -0.23, -0.20, 0.91, 0.63

***

3.
The following is a DFT calculation (ωB97M-V with the def2-TZVPD basis set) of a cluster of 3 separate species, C16H30FNO8S3 in total at a distorted geometry.

Positions of all 59 atoms, in Å:
C 1.616 4.113 -3.331
C 0.880 3.664 -2.328
C 1.443 3.240 -1.014
N 0.864 1.951 -0.511
C -0.650 1.976 -0.392
C -1.225 0.751 -1.075
C -1.292 0.862 -2.598
O -1.057 -0.403 -3.205
C 0.256 -0.657 -3.490
C 1.003 0.335 -4.337
O 0.778 -1.683 -3.093
S 1.466 1.727 1.020
O 0.941 0.537 1.568
O 2.866 1.912 1.039
F 0.877 2.921 1.848
H 1.152 4.357 -4.264
H 2.678 4.227 -3.185
H -0.191 3.638 -2.433
H 2.498 3.064 -1.160
H 1.380 4.047 -0.289
H -1.074 2.907 -0.742
H -0.943 1.888 0.644
H -0.632 -0.112 -0.808
H -2.228 0.597 -0.695
H -2.297 1.151 -2.873
H -0.637 1.641 -2.975
H 0.340 1.065 -4.784
H 1.553 -0.193 -5.097
H 1.678 0.867 -3.678
O -3.824 -0.021 2.832
S -3.480 1.376 2.832
O -3.500 2.149 1.611
C -4.449 2.206 4.087
C -3.600 2.094 5.351
C -2.159 2.395 4.914
C -1.892 1.585 3.640
H -5.421 1.725 4.166
H -4.568 3.244 3.779
H -3.942 2.783 6.121
H -3.662 1.081 5.753
H -2.060 3.461 4.702
H -1.438 2.148 5.692
H -1.221 2.097 2.957
H -1.503 0.594 3.866
O 4.528 -5.387 -1.733
S 3.284 -6.066 -1.469
O 3.049 -7.403 -1.951
C 2.964 -6.002 0.291
C 2.187 -4.703 0.485
C 1.174 -4.645 -0.666
C 1.925 -4.996 -1.955
H 3.908 -6.034 0.831
H 2.357 -6.870 0.546
H 1.698 -4.672 1.457
H 2.867 -3.850 0.423
H 0.382 -5.375 -0.490
H 0.706 -3.665 -0.745
H 1.297 -5.526 -2.666
H 2.349 -4.111 -2.426

Values from the calculation:
SMILES: C=CCN(CCCOC(C)=O)S(=O)(=O)F.O=S1(=O)CCCC1.O=S1(=O)CCCC1
Molecular weight, g/mol: 479.61
Largest force on an atom, eV/A: 2.25
HOMO energy, eV: -9.9

Let us look at the Löwdin charges, expressed in e, one per atom: 0.03, -0.18, -0.21, -0.15, -0.18, -0.12, -0.17, 0.00, -0.49, 0.02, 0.11, 0.58, -0.22, -0.22, -0.14, 0.06, 0.07, 0.09, 0.11, 0.12, 0.12, 0.07, 0.12, 0.12, 0.13, 0.08, 0.08, 0.09, 0.09, -0.31, 0.66, -0.33, -0.23, -0.22, -0.21, -0.22, 0.11, 0.11, 0.11, 0.12, 0.12, 0.12, 0.07, 0.11, -0.32, 0.66, -0.33, -0.24, -0.22, -0.21, -0.22, 0.11, 0.11, 0.11, 0.12, 0.12, 0.11, 0.10, 0.10

***

4.
The following is a DFT calculation (ωB97M-V with the def2-TZVPD basis set) of a structure of composition C2H10BaO11 at a distorted geometry.

Positions of all 24 atoms, in Å:
Ba -0.027 -0.284 0.363
C -1.167 2.889 -1.219
O -1.617 1.803 -0.674
O -1.772 3.463 -2.199
O -0.010 3.386 -0.790
C -2.690 -2.021 -0.632
O -2.080 -2.148 0.532
O -3.925 -1.771 -0.733
O -1.907 -1.691 -1.636
O 0.440 -3.066 0.706
H -0.493 -3.106 0.362
H 0.915 -3.768 0.253
O 1.004 -0.824 -2.022
H 0.475 -1.519 -2.451
H 1.753 -0.661 -2.600
O -0.740 1.212 2.769
H -0.679 2.169 2.654
H -0.293 1.026 3.600
O 2.495 -0.476 1.679
H 3.137 0.206 1.448
H 2.959 -1.077 2.268
O 1.440 1.904 -0.197
H 2.043 1.776 -0.935
H 0.738 2.578 -0.545

Values from the calculation:
Net charge: -2
Molecular weight, g/mol: 347.42
Largest force on an atom, eV/A: 6.44
HOMO energy, eV: 0.2

Let us look at the Löwdin charges, expressed in e, one per atom: 2.06, -0.86, -0.24, -0.16, -0.10, -0.97, -0.35, -0.13, -0.25, -0.22, 0.00, 0.02, -0.21, 0.04, 0.04, -0.13, 0.06, 0.03, -0.16, 0.04, 0.04, -0.31, 0.00, -0.22

***

Number 1: Kohn-Sham gap 8.642 eV. Number 2: Kohn-Sham gap 10.596 eV. Number 3: Kohn-Sham gap 10.304 eV. Number 4: Kohn-Sham gap 3.410 eV.